A | Computed, not measured: an isolated molecule of C6H9N3, with the ωB97M-V functional and the def2-TZVPD basis.

Summary:
gap between HOMO and LUMO (alpha / beta): 5.396 / 7.313 eV

Geometry as XYZ:
```
18
Properties=species:S:1:pos:R:3:mulliken_charge:R:1
C 0.725 -0.676 0.343 0.814
C -1.329 0.545 0.728 0.535
C 0.036 0.712 0.822 0.147
N 0.156 -1.751 1.140 -0.637
C -0.327 -0.724 -1.129 -0.398
C 0.701 1.869 0.957 -1.172
C -0.289 0.153 -2.122 -0.670
N 2.013 -0.765 0.081 -0.772
N -2.503 0.478 0.926 -0.465
H 0.373 -2.638 0.696 0.289
H 0.628 -1.760 2.040 0.249
H 2.359 0.065 -0.398 0.228
H -3.261 0.442 0.259 0.312
H -0.777 -1.707 -1.223 0.315
H 0.229 2.839 0.891 0.290
H 1.775 1.849 1.087 0.380
H 0.149 1.141 -1.982 0.256
H -0.657 -0.074 -3.116 0.299
```

B | Computed, not measured: a cluster of 3 separate species, C6H9N3 in total, with the ωB97M-V functional and the def2-TZVPD basis.

Summary:
SMILES string: CC#N.CC#N.CC#N
gap between HOMO and LUMO: 11.942 eV

Geometry as XYZ:
```
18
Properties=species:S:1:pos:R:3:mulliken_charge:R:1
C -19.738 0.332 -8.994 -0.506
C -20.288 0.675 -7.693 0.273
N -20.724 0.951 -6.670 -0.362
H -19.705 -0.746 -9.115 0.239
H -18.734 0.741 -9.078 0.046
H -20.348 0.774 -9.782 0.315
C -15.027 1.028 -10.082 -0.644
C -14.087 0.483 -11.034 0.325
N -13.325 0.038 -11.765 -0.377
H -15.315 0.269 -9.351 0.133
H -15.932 1.405 -10.546 0.225
H -14.552 1.810 -9.488 0.299
C -15.139 -2.902 -9.823 -0.861
C -16.268 -2.260 -9.162 0.403
N -17.144 -1.738 -8.641 -0.379
H -15.011 -3.915 -9.449 0.317
H -14.239 -2.316 -9.638 0.282
H -15.292 -2.955 -10.899 0.272
```

It is A that is the least stable of them.

A | Computed, not measured: a cluster of 2 separate species, C5H11NO in total, with the ωB97M-V functional and the def2-TZVPD basis.

Summary:
SMILES string: C/C=C/C=C/N.O
gap between HOMO and LUMO: 8.393 eV

Geometry as XYZ:
```
18
Properties=species:S:1:pos:R:3:mulliken_charge:R:1
N -2.262 1.229 -1.690 -0.467
C -1.031 0.720 -1.360 -0.201
C -0.746 -0.251 -0.478 -0.511
C 0.638 -0.710 -0.365 -0.091
C 1.025 -1.517 0.613 -0.160
C 2.421 -1.901 0.993 -1.177
H -2.363 2.170 -2.032 0.236
H -3.004 1.031 -1.028 0.220
H -0.217 1.201 -1.887 0.329
H -1.345 -0.369 0.422 0.364
H 1.316 -0.437 -1.167 0.305
H 0.309 -1.715 1.407 0.247
H 3.035 -2.216 0.151 0.328
H 2.340 -2.784 1.636 0.326
H 2.884 -1.141 1.611 0.256
H -0.302 0.996 2.060 0.323
H -0.420 2.227 1.059 0.306
O 0.043 1.858 1.811 -0.633
```

B | Computed, not measured: a cluster of 2 separate species, C5H11NO in total, with the ωB97M-V functional and the def2-TZVPD basis.

Summary:
SMILES string: C=C/C=C/NC.O
gap between HOMO and LUMO: 8.522 eV

Geometry as XYZ:
```
18
Properties=species:S:1:pos:R:3:mulliken_charge:R:1
C -0.078 1.285 2.992 -0.779
N 0.371 -0.099 2.632 -0.318
C 1.013 -0.616 1.472 -0.159
C 0.564 -0.378 0.198 -0.158
C 1.357 -0.760 -0.965 -0.017
C 1.246 -0.371 -2.288 -0.824
H -0.946 1.614 2.262 0.239
H -0.527 1.106 3.963 0.346
H 0.687 2.033 3.005 0.277
H 0.885 -0.463 3.419 0.262
H 1.915 -1.203 1.643 0.268
H -0.575 -0.320 -0.086 0.222
H 2.176 -1.443 -0.669 0.168
H 1.851 -0.758 -3.089 0.258
H 0.527 0.376 -2.761 0.215
H -4.059 0.461 -2.952 0.320
H -2.567 0.164 -3.081 0.323
O -3.322 0.521 -3.567 -0.643
```

It is B that is the least stable of them.

A | Computed, not measured: an isolated molecule of C5H11NO, with the ωB97M-V functional and the def2-TZVPD basis.

Summary:
SMILES string: OC[C@H]1CCCN1
gap between HOMO and LUMO: 10.133 eV

Geometry as XYZ:
```
18
Properties=species:S:1:pos:R:3:mulliken_charge:R:1
N -0.729 0.845 0.441 -0.521
C 0.278 0.656 1.466 -0.554
C 0.508 -0.863 1.496 -0.632
C 0.501 -1.171 -0.008 -0.891
C -0.580 -0.240 -0.580 0.254
C -0.303 0.344 -1.967 -0.657
O 0.359 1.571 -1.880 -0.545
H -1.678 0.909 0.759 0.257
H 1.217 1.125 1.203 0.229
H -0.070 1.058 2.420 0.388
H 1.418 -1.097 2.046 0.353
H -0.358 -1.345 1.882 0.304
H 0.312 -2.223 -0.176 0.361
H 1.460 -0.917 -0.472 0.344
H -1.560 -0.708 -0.615 0.368
H -1.236 0.483 -2.518 0.268
H 0.362 -0.361 -2.476 0.333
H 0.097 1.934 -1.021 0.342
```

B | Computed, not measured: an isolated molecule of C5H11NO, with the ωB97M-V functional and the def2-TZVPD basis.

Summary:
SMILES string: CCN(C)C(C)=O
gap between HOMO and LUMO: 9.942 eV

Geometry as XYZ:
```
18
Properties=species:S:1:pos:R:3:mulliken_charge:R:1
C 2.346 -0.539 0.395 -1.813
C 1.126 -0.835 -0.468 -0.314
C 0.000 1.366 -0.212 -1.358
C -1.287 -0.699 -0.014 0.823
C -2.527 0.159 0.200 -1.080
H 2.479 0.553 0.252 0.325
H 3.251 -1.002 0.248 0.418
H 2.105 -0.551 1.201 0.788
H 0.787 -1.951 -0.124 0.248
H 1.327 -0.737 -1.460 0.408
H -0.859 1.794 -0.566 0.443
H 0.732 1.623 -0.824 0.571
H 0.578 1.777 0.705 0.262
H -2.890 0.875 -0.737 0.253
H -3.293 -0.667 0.536 0.291
H -2.381 0.771 1.218 0.279
N -0.097 -0.079 -0.236 0.042
O -1.395 -1.858 -0.113 -0.587
```

C | Computed, not measured: a cluster of 2 separate species, C5H11NO in total, with the ωB97M-V functional and the def2-TZVPD basis.

Summary:
SMILES string: C=C/C=C/CN.O
gap between HOMO and LUMO: 9.103 eV

Geometry as XYZ:
```
18
Properties=species:S:1:pos:R:3:mulliken_charge:R:1
N 2.518 1.510 0.857 -0.628
C 1.234 0.842 0.964 -0.334
C -2.703 0.810 -2.183 -0.849
C -1.372 0.620 -1.720 -0.079
C -0.713 1.065 -0.541 0.003
C 0.555 0.761 -0.410 -0.149
H 2.974 1.515 -0.024 0.227
H 2.435 2.563 1.033 0.243
H 0.505 1.367 1.711 0.317
H 1.680 -0.231 1.317 0.154
H -3.137 0.524 -3.064 0.336
H -3.286 1.333 -1.425 0.200
H -0.708 -0.009 -2.336 0.159
H -1.197 1.802 0.073 0.298
H 1.077 -0.072 -1.120 0.102
H -0.160 -5.259 2.385 0.321
H -0.147 -4.186 1.236 0.325
O 0.042 -4.313 2.195 -0.647
```

D | Computed, not measured: a cluster of 2 separate species, C5H11NO in total, with the ωB97M-V functional and the def2-TZVPD basis.

Summary:
SMILES string: C=NC(=C)CC.O
gap between HOMO and LUMO: 9.533 eV

Geometry as XYZ:
```
18
Properties=species:S:1:pos:R:3:mulliken_charge:R:1
C -0.953 -1.060 -0.128 -0.566
C -0.760 -1.885 1.143 -1.021
C -0.405 0.339 -0.044 0.292
C -1.016 1.341 0.586 -0.695
H -0.457 -1.575 -0.958 0.293
H -2.012 -1.032 -0.408 0.344
H 1.127 0.149 0.422 0.376
H -1.018 -2.926 0.963 0.342
H -1.387 -1.519 1.962 0.288
H 0.280 -1.846 1.471 0.307
H -0.644 2.356 0.548 0.250
H -1.911 1.193 1.179 0.279
C 1.055 1.790 -1.752 -0.240
O 2.242 0.191 0.195 -0.699
N 0.487 0.699 -1.544 -0.358
H 2.640 -0.685 0.132 0.285
H 1.454 2.440 -0.974 0.242
H 1.276 2.029 -2.792 0.281
```

It is D that is the least stable of them.

A | Computed, not measured: a cluster of 2 separate species, C4H13NOS in total, with the ωB97M-V functional and the def2-TZVPD basis.

Summary:
SMILES string: CN[C@H](C)CS.O
gap between HOMO and LUMO: 9.170 eV

Geometry as XYZ:
```
20
Properties=species:S:1:pos:R:3:mulliken_charge:R:1
C 1.842 0.534 -1.441 -0.934
N 0.691 0.850 -0.598 -0.376
C 0.597 -0.013 0.583 0.452
C -0.445 0.618 1.507 -0.909
S -0.520 -0.078 3.183 -0.201
C 0.247 -1.466 0.254 -1.282
H 1.858 -0.494 -1.814 0.302
H 1.841 1.192 -2.310 0.346
H 2.753 0.712 -0.874 0.314
H -0.156 0.714 -1.137 0.292
H 1.553 0.019 1.111 0.316
H -0.179 1.664 1.639 0.427
H -1.430 0.615 1.045 0.197
H -1.022 -1.268 2.858 0.081
H 0.273 -2.079 1.154 0.421
H -0.742 -1.548 -0.194 0.189
H 0.976 -1.893 -0.430 0.396
H -3.007 0.034 -1.113 0.291
H -2.772 1.352 -1.850 0.291
O -2.357 0.534 -1.575 -0.613
```

B | Computed, not measured: a cluster of 2 separate species, C4H13NOS in total, with the ωB97M-V functional and the def2-TZVPD basis.

Summary:
SMILES string: CCNCCS.O
gap between HOMO and LUMO: 9.489 eV

Geometry as XYZ:
```
20
Properties=species:S:1:pos:R:3:mulliken_charge:R:1
C 0.165 -0.531 2.081 -0.222
N -0.327 0.330 1.071 -0.240
C 0.532 1.457 0.938 -0.456
C 1.628 1.314 -0.068 -0.598
S 1.404 0.863 -1.805 -0.230
C -0.884 -1.560 2.450 -1.093
H 0.426 0.041 3.054 0.249
H 1.111 -1.062 1.994 0.289
H -0.409 -0.195 0.157 0.217
H -0.142 2.441 0.637 0.218
H 1.081 1.731 1.865 0.276
H 2.344 0.450 0.412 0.223
H 2.401 2.131 -0.189 0.392
H 1.710 1.811 -2.591 0.097
H -0.412 -2.555 2.484 0.292
H -1.884 -1.521 1.883 0.285
H -1.327 -1.611 3.457 0.299
H -2.801 -2.090 -3.119 0.321
H -4.305 -2.161 -2.567 0.325
O -3.327 -2.200 -2.313 -0.646
```

It is B that is the least stable of them.